Formula: C2H6N2O2
Source: OMol25
Level of theory: ωB97M-V with the def2-TZVPD basis set

Each atom is followed by the atoms it is bonded to, with distances in Å.
Cartesian coordinates (Å):
1 C 1.17 1.27 0.44  O4 1.434, H10 1.088, H11 1.092, H12 1.091
2 N -1.01 -0.64 0.25  C3 1.457, O5 1.417, H8 1.018
3 C -0.11 -0.38 -0.87  N2 1.457, O4 1.455, N6 1.361, H9 1.101
4 O 1.16 0.27 -0.59  C1 1.434, C3 1.455
5 O -1.50 -1.97 0.31  N2 1.417, H7 0.966
6 N -0.68 0.61 -1.63  C3 1.361
7 H -0.99 -2.36 1.03  O5 0.966
8 H -1.80 0.00 0.26  N2 1.018
9 H 0.19 -1.35 -1.29  C3 1.101
10 H 1.91 2.01 0.15  C1 1.088
11 H 1.46 0.80 1.39  C1 1.092
12 H 0.20 1.74 0.55  C1 1.091

The HOMO energy (alpha / beta) comes out at -0.3520 / -0.3614 Ha. Its calculated total energy is -339.56843 Eh. The molecular weight is 90.08 g mol⁻¹. As for the charge: 0. The value obtained for the energy above the lowest of the compared OMol25 structures with the same formula, charge and spin is 693.7 kJ/mol. The spin multiplicity is 1.